(1)
ORCA calculation (wB97M-V/def2-TZVPD) on 3 unconnected molecules or ions with the total composition C3H10O3S.

Element x y z (Å)
O (-0.475, 1.807, -2.014)
C (-0.919, 0.841, -1.446)
C (-0.136, 0.011, -0.461)
C (0.438, -1.238, -1.131)
S (1.708, -2.011, -0.108)
H (-1.949, 0.538, -1.569)
H (0.726, 0.615, -0.179)
H (-0.748, -0.232, 0.402)
H (0.767, -0.920, -2.119)
H (-0.298, -2.006, -1.359)
H (2.782, -1.745, -0.849)
H (-1.719, -1.094, 3.841)
H (-2.546, -2.356, 3.641)
O (-2.021, -1.889, 4.299)
H (0.773, 2.870, -0.386)
H (2.161, 3.418, -0.612)
O (1.457, 3.391, 0.050)

Total energy, eV: -20250.1352
Relative energy (zero: lowest compared OMol25 entry of this formula, charge and spin), kJ/mol: 60.9
Frontier orbital gap, eV: 9.84
SMILES: O=CCCS.O.O

=====

(2)
ORCA calculation (wB97M-V/def2-TZVPD) on a molecular structure, H30NeO15.

Element x y z (Å)
Ne (8.028, -2.254, -13.931)
O (9.020, 0.134, -16.712)
H (9.116, 0.903, -17.274)
H (8.336, 0.376, -16.088)
O (6.860, 0.435, -14.662)
H (6.899, 0.171, -13.743)
H (6.272, 1.190, -14.670)
O (5.208, -4.091, -15.232)
H (4.706, -4.505, -15.934)
H (5.692, -3.388, -15.665)
O (6.632, -1.960, -16.404)
H (6.487, -1.350, -17.127)
H (6.221, -1.539, -15.649)
O (7.524, -3.060, -11.168)
H (7.278, -2.961, -10.248)
H (6.719, -3.340, -11.603)
O (5.073, -3.381, -12.516)
H (4.123, -3.496, -12.506)
H (5.331, -3.596, -13.412)
O (4.113, -0.172, -12.547)
H (5.039, -0.375, -12.416)
H (3.965, -0.319, -13.481)
O (9.471, -4.980, -14.771)
H (8.875, -5.659, -15.089)
H (9.197, -4.825, -13.867)
O (9.145, -5.058, -11.970)
H (8.792, -4.260, -11.577)
H (8.684, -5.769, -11.525)
O (6.912, -0.443, -12.043)
H (7.205, 0.144, -11.346)
H (7.119, -1.320, -11.720)
O (9.640, -2.557, -16.970)
H (9.303, -2.967, -16.174)
H (9.243, -1.686, -16.978)
O (12.206, -1.659, -13.263)
H (11.922, -2.540, -13.506)
H (12.042, -1.131, -14.044)
O (6.226, -6.026, -13.369)
H (6.230, -5.624, -14.237)
H (5.756, -6.851, -13.488)
O (10.081, -1.223, -11.432)
H (9.249, -1.438, -11.852)
H (10.747, -1.501, -12.062)
O (12.009, -4.387, -14.258)
H (11.154, -4.614, -14.624)
H (12.634, -4.633, -14.940)

Total energy, eV: -34710.0592
Relative energy (zero: lowest compared OMol25 entry of this formula, charge and spin), kJ/mol: 21.2
Frontier orbital gap, eV: 9.98

=====

(3)
ORCA calculation (wB97M-V/def2-TZVPD) on 6 unconnected molecules or ions with the total composition C11H35O6.

Element x y z (Å)
O (0.406, -0.230, 0.003)
H (1.218, 0.231, -0.217)
H (-0.236, -0.001, -0.673)
H (0.040, 0.076, 0.836)
C (3.093, 1.121, 2.894)
C (1.737, 1.879, 2.869)
O (0.697, 1.049, 2.467)
H (3.554, 1.030, 1.910)
H (3.032, 0.122, 3.325)
H (3.848, 1.695, 3.431)
H (1.807, 2.827, 2.335)
H (1.561, 2.028, 3.934)
H (0.046, 1.121, 3.168)
C (4.676, -0.252, -1.221)
C (3.404, 0.402, -1.794)
O (2.579, 1.122, -0.864)
H (5.146, 0.432, -0.515)
H (5.343, -0.483, -2.052)
H (4.406, -1.254, -0.887)
H (2.889, -0.385, -2.345)
H (3.727, 1.018, -2.633)
H (3.038, 1.947, -0.688)
C (-2.094, -3.413, 3.011)
C (-1.565, -1.981, 2.662)
O (-0.228, -2.035, 2.235)
H (-1.677, -3.678, 3.983)
H (-1.775, -4.032, 2.172)
H (-3.172, -3.512, 3.135)
H (-1.706, -1.393, 3.568)
H (-2.177, -1.520, 1.886)
H (0.300, -2.483, 2.901)
C (-3.843, 2.149, -0.202)
C (-2.339, 2.053, -0.229)
O (-2.108, 0.802, 0.351)
H (-4.115, 2.245, 0.849)
H (-4.394, 1.335, -0.674)
H (-4.090, 3.105, -0.663)
H (-1.922, 2.803, 0.443)
H (-1.878, 2.032, -1.216)
H (-2.415, 0.769, 1.260)
C (-0.468, -1.895, -3.034)
C (-0.943, -0.547, -3.444)
C (-2.476, -0.263, -3.450)
O (-0.325, 0.321, -2.538)
H (-0.695, -2.027, -1.976)
H (0.620, -1.972, -3.030)
H (-0.939, -2.727, -3.556)
H (-0.606, -0.318, -4.455)
H (-2.866, -0.462, -2.452)
H (-3.052, -0.832, -4.180)
H (-2.685, 0.766, -3.746)
H (-0.374, 1.213, -2.890)

Total energy, eV: -24251.7985
Relative energy (zero: lowest compared OMol25 entry of this formula, charge and spin), kJ/mol: 165.2
Frontier orbital gap, eV: 10.76
Charge: +1